Density functional theory data (wB97M-V/def2-TZVPD) for C21H61Br3N14O18P2 as an isolated structure at a distorted geometry.

For the HOMO energy, the calculation gives -8.6436 eV. As for the calculated total energy: -309168.4171 eV. Its HOMO-LUMO gap is 0.307 hartree.

```
! wB97M-V def2-TZVPD RIJCOSX def2/J DEFGRID3
* xyz 0 1
C -3.5381 -2.0477 -4.2774
N -4.8146 -1.5282 -3.7314
O -4.7262 -0.7393 -2.7989
O -5.8484 -1.9397 -4.1831
H -2.9695 -2.4340 -3.4372
H -2.9297 -1.2136 -4.6287
H -3.7638 -2.7127 -5.1007
C 0.4702 3.9969 2.5661
N -0.3592 2.8540 2.0751
O 0.1100 1.7338 2.1591
O -1.4174 3.0879 1.5520
H -0.0138 4.2798 3.5022
H 0.3957 4.7700 1.8108
H 1.4507 3.6116 2.8124
C -4.8991 -4.5934 -0.8035
N -6.3043 -4.6276 -1.2697
O -7.1998 -4.7215 -0.4555
O -6.4838 -4.4184 -2.4556
H -4.3607 -5.4931 -1.0742
H -4.9414 -4.5924 0.2867
H -4.5286 -3.6207 -1.1059
C -1.3576 -1.5234 3.1051
N -2.4499 -2.5187 2.9210
O -2.2980 -3.6137 3.4188
O -3.3616 -2.2164 2.1759
H -0.4629 -2.1091 3.2891
H -1.6176 -0.8385 3.9067
H -1.1917 -0.9562 2.1978
C -6.4568 -1.4467 -0.0436
N -6.5493 0.0283 -0.0352
O -7.5384 0.4825 -0.5705
O -5.6456 0.6864 0.4302
H -6.3933 -1.7849 -1.0732
H -7.3671 -1.7772 0.4499
H -5.5762 -1.7470 0.5197
C -1.2292 -5.4100 0.9836
N -0.9978 -5.6465 -0.4750
O -1.8426 -5.3174 -1.2735
O 0.0407 -6.2204 -0.7436
H -1.9868 -4.6281 1.0469
H -0.3300 -4.9388 1.3627
H -1.6391 -6.3107 1.4231
C -4.7205 2.7619 2.9316
N -4.2071 1.3836 3.1719
O -4.7264 0.7421 4.0453
O -3.2872 1.0109 2.4903
H -5.5414 2.9052 3.6257
H -5.1371 2.7578 1.9241
H -3.9493 3.5197 3.0041
C -1.9977 -0.3286 -0.2873
N -1.7410 -1.7755 -0.4793
O -0.7958 -2.2230 0.1477
O -2.4800 -2.4090 -1.1792
H -2.7703 -0.1626 0.4649
H -2.4376 0.0342 -1.2128
H -1.0736 0.1711 -0.0240
O 5.6878 -2.9899 2.3602
P 4.5789 -2.4914 1.5023
N 5.1145 -1.4379 0.3032
C 6.2388 -0.5475 0.5630
C 4.3438 -1.1208 -0.8892
N 3.3262 -1.7343 2.3485
C 3.4086 -1.4706 3.7815
C 2.2099 -1.0913 1.6922
N 3.7634 -3.6811 0.6287
C 4.5692 -4.3710 -0.3683
C 2.8610 -4.5571 1.3724
H 6.0320 0.1835 1.3509
H 6.4551 0.0254 -0.3387
H 7.1282 -1.1160 0.8305
H 4.9873 -1.1477 -1.7710
H 3.8441 -0.1472 -0.8095
H 3.5519 -1.8611 -1.0027
H 2.4242 -1.5311 4.2427
H 4.0695 -2.1859 4.2730
H 3.8947 -0.5027 3.9426
H 2.1954 -0.0089 1.8472
H 2.2311 -1.3292 0.6292
H 1.2500 -1.4986 2.0228
H 3.9342 -4.7632 -1.1655
H 5.2887 -3.6568 -0.7667
H 5.1345 -5.2085 0.0600
H 3.4765 -5.2333 1.9744
H 2.2088 -5.1305 0.7106
H 2.1917 -3.9431 1.9747
O 2.2696 5.4293 0.5292
P 2.5125 4.6085 -0.6625
N 2.6111 5.5522 -2.0651
C 2.7258 4.9969 -3.4234
C 3.2870 6.8371 -1.9969
N 1.3138 3.5332 -1.0750
C 1.3629 2.0925 -0.8238
C -0.0049 4.0609 -1.4206
N 3.8990 3.6527 -0.5699
C 4.5262 2.9041 -1.6544
C 4.7549 3.8022 0.6240
H 3.7915 4.8828 -3.6524
H 2.2849 5.7034 -4.1234
H 2.2776 4.0075 -3.4896
H 3.0081 7.3109 -1.0569
H 2.9942 7.4603 -2.8456
H 4.3805 6.7637 -2.0904
H 2.0541 1.6414 -1.5379
H 1.7287 1.8882 0.1904
H 0.4051 1.5774 -0.8127
H -0.5455 4.4892 -0.5712
H 0.1359 4.9471 -2.0534
H -0.6255 3.4062 -2.0246
H 3.7772 2.8271 -2.4357
H 5.4446 3.3986 -1.9862
H 4.8222 1.9271 -1.2651
H 4.1778 4.1194 1.4872
H 5.5762 4.4446 0.3027
H 5.1371 2.8206 0.9255
C -3.7368 2.8380 -2.9937
Br -5.4968 2.2426 -3.6461
Br -2.3846 1.7542 -3.8890
Br -3.5734 2.5239 -1.0709
H -3.5031 3.8713 -3.2030
*
```